Entry 1:
Below is C35H52Cl2N6O6S5SiTi as an isolated structure, with properties calculated with the ωB97M-V functional and the def2-TZVPD basis.

Summary:
**Orbital gap (spin up / spin down)**: 4.91 / 4.93 eV
**Spin multiplicity**: 2
**Total charge**: -1
**Expectation value of S²**: 0.7549
**HOMO energy (spin up / spin down)**: -2.9 / -2.9 eV

Positions of all 108 atoms, in Å:
1 Ti -0.4134 -0.3951 -0.0638
2 C -4.2765 1.4273 -3.8679
3 N -3.0832 2.2336 -3.7252
4 C -2.7944 3.3762 -4.4457
5 C -1.6028 3.8234 -4.0114
6 N -1.1752 2.9648 -3.0123
7 C -2.0814 1.9592 -2.8431
8 S -2.0890 0.5411 -1.9438
9 C 0.0301 3.1882 -2.2549
10 C 1.1729 3.6323 -2.9005
11 C 2.2744 3.8843 -2.0941
12 C 2.1817 3.6859 -0.7270
13 C 0.9782 3.2381 -0.1984
14 N -0.0858 3.0027 -0.9648
15 H -4.8648 1.8414 -4.6837
16 H -4.8534 1.4370 -2.9436
17 H -4.0063 0.3942 -4.0839
18 H -3.4640 3.7671 -5.1888
19 H -1.0470 4.7036 -4.2729
20 H 1.2238 3.7345 -3.9756
21 H 3.2022 4.2148 -2.5442
22 H 3.0173 3.8455 -0.0603
23 H 0.8642 3.0540 0.8639
24 Cl 3.5239 0.5653 -2.9338
25 C 3.4707 -0.2257 -1.3870
26 C 4.6704 -0.7422 -0.8477
27 C 4.6742 -1.3893 0.3482
28 Cl 6.1744 -2.0229 0.9810
29 C 3.4719 -1.5711 1.0821
30 C 3.3496 -2.2445 2.3172
31 C 2.1216 -2.3785 2.8981
32 C 0.9914 -1.8331 2.2579
33 N 1.0841 -1.1986 1.1132
34 C 2.3024 -1.0507 0.5245
35 C 2.2718 -0.3435 -0.7232
36 O 1.1212 0.1165 -1.1372
37 H 5.5912 -0.6143 -1.3994
38 H 4.2370 -2.6340 2.7978
39 H 1.9972 -2.8736 3.8502
40 H 0.0026 -1.9079 2.6939
41 S -1.1865 1.2714 1.4967
42 S -0.3249 1.0077 3.3855
43 S 1.2120 2.3579 3.5406
44 S 2.8655 1.6498 2.5325
45 C -1.9604 -4.7875 -0.6488
46 C -2.3213 -5.1535 0.7836
47 C -1.2850 -6.1106 1.3586
48 C -3.7151 -5.7701 0.8483
49 O -2.2880 -4.0019 1.6201
50 Si -2.7401 -2.4421 1.3371
51 O -1.7334 -1.6555 0.3768
52 O -2.7191 -1.7205 2.7934
53 C -3.0856 -2.0692 4.1209
54 C -1.8136 -2.5058 4.8407
55 C -3.6456 -0.8024 4.7560
56 C -4.1233 -3.1858 4.1387
57 O -4.2361 -2.5539 0.6726
58 C -5.1780 -1.5480 0.2946
59 C -4.7455 -0.1656 0.7671
60 C -6.5131 -1.9311 0.9210
61 C -5.2727 -1.5907 -1.2277
62 H -1.8947 -5.6890 -1.2644
63 H -1.0063 -4.2667 -0.6701
64 H -2.7039 -4.1166 -1.0853
65 H -1.2723 -7.0509 0.8032
66 H -1.5140 -6.3242 2.4036
67 H -0.2923 -5.6597 1.3100
68 H -3.7818 -6.6352 0.1840
69 H -4.4632 -5.0354 0.5538
70 H -3.9372 -6.0967 1.8662
71 H -1.0735 -1.7050 4.7905
72 H -1.4056 -3.3999 4.3637
73 H -2.0163 -2.7319 5.8899
74 H -2.9290 0.0122 4.6470
75 H -3.8506 -0.9591 5.8173
76 H -4.5757 -0.5113 4.2638
77 H -3.7363 -4.0858 3.6603
78 H -5.0281 -2.8798 3.6112
79 H -4.3889 -3.4225 5.1713
80 H -4.6458 -0.1349 1.8520
81 H -5.4891 0.5766 0.4662
82 H -3.7829 0.1249 0.3446
83 H -6.4426 -1.9062 2.0093
84 H -6.7999 -2.9393 0.6170
85 H -7.2947 -1.2339 0.6124
86 H -4.3100 -1.3239 -1.6666
87 H -6.0287 -0.8890 -1.5900
88 H -5.5446 -2.5964 -1.5550
89 C 2.0722 -3.9464 -0.9491
90 N 1.5862 -3.7998 -2.3062
91 C 2.5174 -4.2082 -3.3349
92 C 0.5019 -3.0041 -2.5520
93 O 0.0098 -2.2712 -1.7090
94 N -0.0185 -3.0852 -3.8440
95 C -0.4067 -4.4060 -4.3196
96 C -1.0177 -2.0693 -4.1340
97 H 2.2393 -5.0044 -0.7284
98 H 1.3409 -3.5492 -0.2499
99 H 3.0145 -3.4079 -0.8144
100 H 3.5047 -3.7896 -3.1182
101 H 2.1930 -3.8428 -4.3047
102 H 2.6138 -5.2982 -3.3747
103 H 0.2808 -5.1669 -3.9615
104 H -0.4030 -4.4206 -5.4111
105 H -1.4141 -4.6662 -3.9721
106 H -0.6429 -1.0868 -3.8606
107 H -1.9468 -2.2315 -3.5757
108 H -1.2284 -2.0957 -5.2046

Force components x, y, z for each atom (eV/Å):
Ti -1.8 0.4 -0.1
C 0.0 0.0 0.0
N -0.1 0.1 0.0
C 0.1 0.0 0.0
C -0.2 0.1 0.1
N 0.2 -0.1 0.0
C 0.1 0.0 -0.2
S -0.1 -0.1 0.1
C -0.1 0.0 -0.2
C 0.0 -0.1 0.1
C 0.0 0.0 0.0
C 0.0 0.0 0.0
C 0.0 -0.1 -0.1
N -0.1 0.1 0.2
H 0.0 0.0 0.0
H 0.0 0.0 0.0
H 0.0 0.0 0.0
H 0.0 0.0 0.0
H 0.0 0.0 0.0
H 0.0 0.0 0.0
H 0.0 0.0 0.0
H 0.0 0.0 0.0
H 0.0 0.0 0.0
Cl 0.0 0.0 0.0
C 0.2 -0.1 0.0
C -0.1 0.1 -0.1
C 0.0 -0.1 0.2
Cl -0.1 0.0 0.0
C 0.1 0.0 0.1
C 0.1 0.0 0.0
C -0.1 0.1 -0.1
C 0.1 0.0 0.1
N 0.8 -0.4 0.3
C 0.0 0.1 0.0
C -0.1 0.1 0.1
O 0.8 0.3 -0.2
H 0.0 0.0 0.0
H 0.0 0.0 0.0
H 0.0 0.0 0.0
H 0.0 0.0 0.0
S 0.2 0.0 0.0
S -0.1 -0.1 -0.1
S 0.2 0.0 -0.1
S -0.2 0.0 0.0
C 0.0 0.0 -0.1
C 0.0 0.1 0.0
C 0.0 0.0 0.0
C 0.0 -0.1 0.0
O 0.0 0.0 0.0
Si 0.2 0.0 0.0
O -0.1 -0.3 -0.1
O 0.0 0.1 -0.1
C 0.0 0.0 0.0
C 0.0 0.0 0.0
C 0.0 0.0 0.0
C 0.0 0.0 0.1
O -0.2 -0.1 0.2
C 0.1 0.0 -0.1
C 0.0 0.0 0.0
C 0.0 0.0 0.0
C 0.0 0.0 0.0
H 0.0 0.0 0.0
H 0.1 0.0 0.0
H 0.0 0.0 0.0
H 0.0 0.0 0.0
H 0.0 0.0 0.0
H 0.0 0.0 0.0
H 0.0 0.0 0.0
H 0.0 0.0 0.0
H 0.0 0.0 0.0
H 0.0 0.0 0.0
H 0.0 0.0 0.0
H 0.0 0.0 0.0
H 0.0 0.0 0.0
H 0.0 0.0 0.0
H 0.0 0.0 0.0
H 0.0 0.0 0.0
H 0.0 0.0 0.0
H 0.0 0.0 0.0
H 0.0 0.0 0.0
H 0.0 0.0 0.0
H 0.0 0.0 0.0
H 0.0 0.0 0.0
H 0.0 0.0 0.0
H 0.0 0.0 0.0
H 0.0 0.0 0.0
H 0.0 0.0 0.0
H 0.0 0.0 0.0
C 0.0 0.0 0.0
N 0.0 0.0 0.0
C 0.0 0.0 0.0
C 0.1 0.0 -0.1
O 0.0 0.1 0.1
N -0.1 0.0 0.1
C 0.0 0.0 0.0
C 0.0 0.0 0.0
H 0.0 0.0 0.0
H 0.0 0.0 0.0
H 0.0 0.0 0.0
H 0.0 0.0 0.0
H 0.0 0.0 0.0
H 0.0 0.0 0.0
H 0.0 0.0 0.0
H 0.0 0.0 0.0
H 0.0 0.0 0.0
H 0.0 0.0 0.0
H 0.0 0.0 0.0
H 0.0 0.0 0.0



Entry 2:
Below is a 11-piece molecular cluster, C35H52N14O3 overall, with properties calculated with the ωB97M-V functional and the def2-TZVPD basis.

Summary:
**Orbital gap**: 8.29 eV
**HOMO energy**: -7.8 eV

Positions of all 104 atoms, in Å:
1 C -0.5585 5.3331 3.0670
2 C -0.7995 4.9582 1.7224
3 C -0.5165 3.6431 1.6410
4 N -0.1367 3.1601 2.8514
5 C -0.1328 4.2530 3.7712
6 H -0.5337 6.3482 3.4176
7 H -1.0771 5.5320 0.8777
8 H -0.5471 3.0041 0.7129
9 H 0.0417 2.2111 3.1770
10 H 0.2357 4.2267 4.7619
11 C 0.6962 -3.9902 2.7539
12 C 1.9393 -4.6968 2.5489
13 C 2.9725 -3.8372 2.9465
14 N 2.4017 -2.6944 3.3877
15 C 1.0204 -2.7801 3.3001
16 H -0.3159 -4.4549 2.6603
17 H 1.9739 -5.7004 2.0706
18 H 4.0404 -3.9697 2.9126
19 H 2.8631 -1.8436 3.7504
20 H 0.5608 -1.9367 3.7433
21 C -4.5744 -0.9758 -1.7024
22 C -4.0808 -2.1168 -0.9498
23 C -4.0432 -1.7329 0.3615
24 N -4.4938 -0.4568 0.4308
25 C -4.8242 -0.0207 -0.8271
26 H -4.6147 -0.9933 -2.7844
27 H -3.7945 -3.0768 -1.3642
28 H -3.8494 -2.3284 1.2709
29 H -4.5617 0.0842 1.2909
30 H -4.9884 1.0598 -0.9039
31 C 3.3249 3.5068 -0.3869
32 C 4.1337 4.7086 -0.0414
33 C 5.3714 4.2135 -0.0238
34 N 5.3997 2.8710 -0.2273
35 C 4.1722 2.4268 -0.5444
36 H 2.3011 3.4577 -0.4625
37 H 3.8674 5.7429 0.1750
38 H 6.2717 4.8215 0.1961
39 H 6.2383 2.3738 -0.1871
40 H 4.1033 1.3907 -0.6176
41 C 2.9020 1.6955 3.8955
42 C 2.0477 0.5518 3.9001
43 C 1.4613 0.4842 2.6445
44 N 2.0354 1.4705 1.8711
45 C 2.8368 2.2675 2.6673
46 H 3.3387 2.0806 4.7877
47 H 1.7384 0.0146 4.8296
48 H 0.8286 -0.3510 2.2423
49 H 1.9510 1.6979 0.9359
50 H 3.3084 3.0540 2.1357
51 C -0.9633 -4.1788 -4.7505
52 C -2.2027 -4.7606 -4.3031
53 C -2.2271 -4.5327 -2.9581
54 N -1.0730 -3.8888 -2.6020
55 C -0.2261 -3.6936 -3.6111
56 H -0.5666 -3.8816 -5.7550
57 H -2.9244 -5.2609 -4.9429
58 H -2.9235 -4.6864 -2.1248
59 H -0.8125 -3.6189 -1.6883
60 H 0.7476 -3.2122 -3.6249
61 C 4.0666 -1.5407 0.4442
62 C 4.8087 -0.9674 1.5688
63 C 6.1208 -1.2948 1.4614
64 N 6.2238 -2.0640 0.3608
65 C 5.0077 -2.1271 -0.3210
66 H 3.0319 -1.6329 0.4054
67 H 4.3788 -0.3537 2.3189
68 H 6.9494 -1.0600 2.0539
69 H 7.0171 -2.6088 0.0449
70 H 4.8887 -2.7673 -1.1492
71 C 0.9254 0.1001 -1.1473
72 C 0.0320 -0.8129 -0.5783
73 C -1.2506 -0.3162 -0.6648
74 N -1.1381 0.9057 -1.3185
75 C 0.1486 1.1740 -1.5837
76 H 2.0255 0.0427 -1.1914
77 H 0.1278 -1.8252 -0.1930
78 H -2.1316 -0.8202 -0.4720
79 H -1.9052 1.4316 -1.6674
80 H 0.4964 2.0419 -2.0835
81 N -1.7246 -1.0702 -4.3055
82 C -2.6858 -0.4589 -5.0436
83 N -3.7562 -1.2000 -5.6162
84 O -2.7837 0.7843 -5.0473
85 H -1.2762 -0.4912 -3.5959
86 H -1.6709 -2.0523 -4.2443
87 H -4.0815 -0.7695 -6.4676
88 H -3.7023 -2.2423 -5.6829
89 N -3.4021 2.6720 -2.9846
90 C -4.7113 2.5320 -2.8073
91 N -5.2911 1.6711 -3.6853
92 O -5.3255 2.9989 -1.8278
93 H -2.8401 3.4155 -2.6940
94 H -2.9908 2.1659 -3.8108
95 H -4.8516 0.9427 -4.2245
96 H -6.2163 1.4342 -3.3557
97 N -2.2685 0.6097 2.2894
98 C -1.9257 -0.3142 3.2920
99 N -2.2820 0.1292 4.4930
100 O -1.5288 -1.4362 3.0484
101 H -1.9959 1.5710 2.4234
102 H -2.0052 0.2986 1.3874
103 H -2.4164 -0.6212 5.1581
104 H -2.8543 0.9532 4.6877

Force components x, y, z for each atom (eV/Å):
C 0.3 1.0 -0.1
C 0.2 0.0 0.4
C -0.1 -2.2 -1.8
N 0.1 1.3 2.5
C -0.5 -1.1 -2.2
H -0.2 0.1 0.2
H -0.3 0.7 -0.4
H 0.0 0.6 1.4
H 0.2 0.3 -0.6
H 0.2 -0.5 0.7
C -0.3 -1.0 0.3
C -0.1 0.3 -0.4
C -0.6 -1.3 -0.7
N -0.4 0.7 0.4
C 1.7 0.2 0.3
H 1.1 0.8 0.0
H 0.4 1.0 0.6
H 0.0 0.0 0.0
H -0.3 -1.1 -0.5
H -1.2 0.1 -0.1
C 1.1 -3.1 -1.4
C -0.3 0.3 -0.5
C -0.3 -1.3 0.9
N -0.2 0.2 0.6
C 0.1 3.3 1.9
H -0.2 0.3 0.2
H -0.2 0.3 0.2
H 0.1 0.6 -0.7
H 0.1 -0.2 -0.6
H -0.5 -0.6 -0.3
C 1.9 0.9 0.1
C -2.1 -1.8 -0.7
C 2.7 1.4 1.1
N 0.5 1.7 -0.3
C -0.4 1.8 1.1
H -2.2 0.0 -0.3
H -0.2 -0.6 -0.3
H -0.5 -0.9 -0.2
H 1.0 -1.1 -0.1
H -0.9 -1.5 -0.4
C -0.6 -0.2 0.7
C -1.0 0.5 0.6
C 0.2 -1.6 -0.7
N 0.4 -0.2 3.2
C -0.2 -1.3 -1.2
H 0.5 0.3 0.2
H 0.4 0.3 -1.2
H 0.6 1.3 0.2
H -0.7 0.0 -2.1
H 0.5 0.8 0.3
C 2.0 1.1 0.2
C 1.0 0.8 -1.0
C -0.1 0.3 1.6
N 0.3 -0.2 1.0
C -1.9 -1.1 -3.8
H -0.7 -1.1 0.8
H 0.1 0.2 0.4
H 0.2 -0.4 -0.9
H -0.2 0.1 1.1
H -0.4 -0.1 0.5
C 2.2 1.1 1.9
C -1.3 0.0 -0.6
C -1.2 -0.3 -0.3
N 0.2 -0.7 -2.4
C 0.9 -0.8 1.2
H -1.6 0.2 -0.4
H -0.3 0.4 0.6
H 0.9 0.2 0.8
H -0.1 0.5 0.2
H 0.1 -0.5 -0.8
C 0.7 0.9 -0.2
C -1.2 -1.2 0.5
C 2.5 1.4 -1.4
N -0.7 -0.9 0.7
C 1.5 -1.1 0.2
H -0.8 0.0 -0.1
H 0.7 0.3 0.2
H -1.7 -0.5 0.3
H -0.8 0.5 -0.1
H -0.1 0.7 -0.3
N -0.7 1.3 -0.5
C -1.2 0.9 1.1
N 1.5 -1.1 0.2
O 0.3 -1.1 -0.6
H -0.1 -0.4 -0.4
H 0.1 -1.1 0.1
H -0.1 0.1 0.0
H 0.2 1.4 0.2
N 2.5 -1.8 -2.5
C -1.1 -0.2 2.1
N -1.9 -0.2 0.2
O 0.4 0.0 -1.5
H 0.1 1.4 0.9
H -0.7 0.7 1.0
H 0.7 0.4 0.0
H 0.0 -0.1 -0.2
N 0.3 0.0 0.6
C -1.2 0.6 -2.3
N -0.5 0.1 3.0
O 0.0 0.0 0.2
H -0.1 0.2 0.3
H 0.4 -0.4 -0.9
H 0.3 0.2 0.1
H 0.5 -0.5 -0.7



Number 1: strongest force on any atom 1.9 eV/Å, total energy -6195.6788 hartree. Number 2: strongest force on any atom 4.3 eV/Å, total energy -2357.1759 hartree.